{"formula": "C6H10O", "method": "ωB97M-V/def2-TZVPD", "e_lumo_ev": 1.0, "charge": 0, "homo_energy_ev": -10.02, "symbols": ["C", "C", "C", "C", "C", "O", "C", "H", "H", "H", "H", "H", "H", "H", "H", "H", "H"], "xyz": [[0.62715, 2.07167, -0.67428], [0.37189, 0.58142, -0.82924], [-1.04985, 0.09670, -0.42520], [-0.39980, -0.86869, 0.55943], [-0.81619, -2.20485, 0.97063], [-0.88693, -1.09528, 1.86279], [0.99540, -0.32831, 0.26743], [0.35154, 2.39988, 0.33593], [1.68520, 2.31477, -0.82805], [0.03350, 2.65355, -1.38935], [0.64433, 0.25021, -1.83716], [-1.64375, 0.86759, 0.07810], [-1.65306, -0.35787, -1.21743], [-1.77907, -2.59794, 0.64192], [-0.06497, -2.95579, 1.21894], [1.73354, -1.06222, -0.07115], [1.41082, 0.23151, 1.11279]], "lowdin_charge": [-0.083, -0.338, -0.054, -0.452, -0.077, -0.007, -0.054, 0.082, 0.077, 0.077, 0.132, 0.122, 0.114, 0.114, 0.114, 0.114, 0.122]}

---

{"formula": "C40H48IrNO2P4", "method": "ωB97M-V/def2-TZVPD", "e_lumo_ev": [-10.2, -10.2], "spin_multiplicity": 2, "charge": 3, "homo_energy_ev": [-15.71, -15.71], "symbols": ["Ir", "N", "P", "C", "C", "C", "C", "C", "C", "C", "C", "C", "C", "C", "C", "P", "C", "C", "C", "C", "C", "C", "C", "C", "C", "C", "C", "C", "H", "H", "H", "H", "H", "H", "H", "H", "H", "H", "H", "H", "H", "H", "H", "H", "H", "H", "H", "H", "H", "C", "P", "C", "C", "C", "P", "C", "C", "H", "H", "H", "H", "H", "H", "H", "H", "H", "H", "H", "H", "H", "H", "H", "H", "C", "C", "C", "C", "C", "C", "C", "C", "C", "C", "O", "O", "H", "H", "H", "H", "H", "H", "H", "H", "H", "H", "H"], "xyz": [[-0.06885, 1.14434, -0.03070], [2.26533, -0.98108, 0.11844], [2.41671, 0.73172, 0.14638], [3.84852, 1.06306, 1.19198], [4.14656, 2.38912, 1.51665], [5.27739, 2.69542, 2.25257], [6.12222, 1.67794, 2.67780], [5.83709, 0.36023, 2.35338], [4.70076, 0.04552, 1.62338], [3.04679, 1.16010, -1.51444], [4.37307, 0.85542, -1.83750], [4.86200, 1.14529, -3.10175], [4.04055, 1.74537, -4.04773], [2.72181, 2.05008, -3.73486], [2.22746, 1.75635, -2.47392], [0.68683, -1.55747, 0.01684], [1.08894, -3.30305, 0.23761], [0.56869, -4.02558, 1.31473], [0.91676, -5.35408, 1.48590], [1.78274, -5.96883, 0.59166], [2.30372, -5.25012, -0.47772], [1.97420, -3.91736, -0.65337], [0.36671, -1.07181, -1.69581], [1.38718, -1.20291, -2.65529], [1.10541, -1.01955, -3.98965], [-0.17423, -0.63168, -4.39882], [-1.16426, -0.40884, -3.46149], [-0.90627, -0.62983, -2.11081], [2.87880, -1.53366, 0.71163], [3.49608, 3.18627, 1.19266], [5.50215, 3.72549, 2.49423], [7.00138, 1.91157, 3.26289], [6.50706, -0.43091, 2.66177], [4.52265, -0.99565, 1.38707], [5.02309, 0.39487, -1.10347], [5.88885, 0.90853, -3.34685], [4.43259, 1.98259, -5.02804], [2.08638, 2.51627, -4.47675], [1.19707, 1.99243, -2.23342], [-0.09923, -3.55897, 2.02580], [0.51650, -5.91015, 2.32255], [2.04764, -7.00962, 0.71970], [2.96958, -5.72771, -1.18374], [2.39209, -3.38056, -1.49337], [2.39255, -1.45395, -2.35091], [1.87807, -1.19400, -4.72676], [-0.39452, -0.52445, -5.45296], [-2.14950, -0.09975, -3.78555], [-1.72627, -0.55920, -1.41428], [2.02457, 4.39221, -0.53806], [0.65419, 3.53204, 0.28777], [0.94605, 3.68377, 2.07440], [-0.72369, 4.69430, -0.00993], [-1.99649, 4.17584, 0.61683], [-2.22592, 2.41694, 0.20265], [-2.85179, 2.47255, -1.50811], [-3.69495, 1.98050, 1.16249], [2.34534, 5.21606, 0.10193], [1.66909, 4.79026, -1.48854], [2.86794, 3.73873, -0.74471], [1.14749, 4.72732, 2.32106], [1.78945, 3.06934, 2.38212], [0.06861, 3.34078, 2.62353], [-0.83904, 4.81124, -1.09004], [-0.43712, 5.66813, 0.39447], [-2.87062, 4.72386, 0.26083], [-1.96977, 4.27646, 1.70400], [-3.68943, 3.16904, -1.57835], [-3.19788, 1.47792, -1.79174], [-2.06564, 2.77908, -2.19753], [-4.43832, 2.76020, 0.98910], [-3.46191, 1.93148, 2.22590], [-4.08997, 1.01608, 0.84649], [-7.07033, -3.53312, 2.17174], [-5.74983, -2.91691, 1.82706], [-5.22344, -3.03092, 0.54424], [-3.98240, -2.51876, 0.20198], [-3.50744, -2.69455, -1.22084], [-3.25592, -1.83198, 1.19135], [-3.75752, -1.70148, 2.49957], [-2.97050, -1.04617, 3.60930], [-4.99386, -2.25129, 2.78751], [-1.93085, -1.24559, 0.86666], [-1.05386, -2.03696, 0.34858], [-1.69880, -0.03657, 1.06154], [-7.67377, -3.72527, 1.28764], [-7.63141, -2.92243, 2.87772], [-6.90515, -4.49361, 2.66676], [-5.80407, -3.54113, -0.21510], [-4.08585, -3.47232, -1.71290], [-2.45542, -2.96915, -1.27262], [-3.65576, -1.77377, -1.79402], [-2.47119, -0.13708, 3.28103], [-2.19953, -1.73023, 3.97516], [-3.61769, -0.80756, 4.44966], [-5.38242, -2.16450, 3.79570]], "lowdin_charge": [0.711, -0.286, 0.930, -0.351, -0.100, -0.028, -0.019, -0.031, -0.080, -0.385, -0.062, -0.033, -0.029, -0.055, -0.168, 1.006, -0.288, -0.062, -0.036, -0.024, -0.038, -0.066, -0.310, -0.089, -0.021, -0.008, -0.039, -0.122, 0.070, 0.061, 0.126, 0.129, 0.127, 0.101, 0.111, 0.125, 0.126, 0.121, 0.056, 0.110, 0.124, 0.127, 0.124, 0.095, 0.103, 0.133, 0.131, 0.123, 0.061, -0.208, 0.777, -0.217, -0.376, -0.377, 0.816, -0.223, -0.191, 0.081, 0.072, 0.030, 0.083, 0.030, 0.056, 0.099, 0.118, 0.114, 0.098, 0.073, 0.046, 0.049, 0.081, 0.064, 0.059, -0.019, -0.221, 0.019, -0.180, -0.011, -0.071, -0.192, -0.015, 0.019, -0.476, -0.097, -0.167, 0.089, 0.093, 0.104, 0.132, 0.097, 0.077, 0.086, 0.057, 0.098, 0.094, 0.135]}

---

{"formula": "C5H7N3", "method": "ωB97M-V/def2-TZVPD", "e_lumo_ev": 0.1, "charge": 0, "homo_energy_ev": -9.35, "symbols": ["C", "N", "N", "C", "C", "C", "C", "N", "H", "H", "H", "H", "H", "H", "H"], "xyz": [[-3.27287, 0.20266, -0.15668], [-2.11776, -0.24711, -0.47535], [-1.26977, -0.95768, 0.40526], [0.01210, -0.76483, 0.39221], [0.86132, 0.23409, -0.28733], [0.78154, 1.55825, 0.42722], [2.29300, -0.11609, -0.43178], [3.39564, -0.60462, -0.10524], [-3.80427, 1.01145, -0.83374], [-3.88244, 0.26048, 0.87182], [0.54020, -1.50090, 1.09991], [0.48810, 0.45373, -1.22914], [1.14514, 2.38855, -0.41546], [1.62071, 1.49718, 1.36921], [-0.21470, 1.87084, 0.70294]], "lowdin_charge": [-0.082, -0.073, 0.018, -0.135, -0.431, -0.085, -0.140, 0.141, 0.089, 0.098, 0.144, 0.104, 0.141, 0.157, 0.055]}

---

{"formula": "C32H48BCuF4N4O3S2Si2", "method": "ωB97M-V/def2-TZVPD", "e_lumo_ev": [2.5, 0.9], "spin_multiplicity": 2, "charge": -1, "homo_energy_ev": [-4.87, -4.97], "symbols": ["Cu", "C", "C", "N", "N", "C", "N", "S", "C", "C", "C", "C", "C", "N", "H", "H", "H", "H", "H", "H", "H", "H", "H", "H", "C", "C", "C", "C", "O", "Si", "S", "O", "C", "C", "C", "C", "O", "C", "C", "C", "C", "H", "H", "H", "H", "H", "H", "H", "H", "H", "H", "H", "H", "H", "H", "H", "H", "H", "H", "H", "H", "H", "H", "H", "H", "H", "H", "H", "C", "C", "C", "C", "C", "C", "Si", "C", "C", "C", "C", "C", "C", "H", "H", "H", "H", "H", "H", "H", "H", "H", "H", "H", "F", "B", "F", "F", "F"], "xyz": [[0.90307, -0.32651, -0.51188], [3.78167, 0.12134, -3.61506], [3.01196, -0.65476, -2.58036], [1.76654, -0.33787, -2.30220], [1.25545, 0.67921, -3.12208], [0.12319, 0.39098, -3.82952], [-0.74586, 1.42749, -3.86982], [-0.10580, -1.06316, -4.61101], [3.55905, -1.82437, -2.00610], [4.65846, -2.52689, -2.60075], [4.61418, -3.88447, -2.65278], [3.44976, -4.56539, -2.15175], [2.60716, -3.89530, -1.34413], [2.84266, -2.53698, -0.98954], [3.23847, 0.09969, -4.56015], [4.77899, -0.27986, -3.77233], [3.86781, 1.16313, -3.30498], [1.22748, 1.57144, -2.64427], [-0.83135, 1.94486, -2.99195], [-1.60674, 1.22196, -4.34654], [5.47452, -1.98526, -3.06148], [5.41750, -4.45102, -3.10704], [3.25674, -5.59800, -2.41234], [1.75441, -4.36745, -0.87246], [-3.18995, 0.89289, 2.84731], [-2.99845, 2.37267, 2.53671], [-4.34717, 3.08712, 2.58454], [-2.03166, 2.99234, 3.53334], [-2.43888, 2.60359, 1.23765], [-2.05653, 1.83577, -0.14936], [-0.00625, 1.85030, -0.53945], [-2.67325, 0.32979, -0.11379], [-3.31449, -0.63759, -0.93994], [-3.02570, -0.41820, -2.42106], [-2.76810, -1.99175, -0.50147], [-4.81579, -0.55268, -0.67574], [-2.78359, 2.65565, -1.39435], [-3.19715, 3.99711, -1.63159], [-2.30834, 5.01482, -0.91590], [-4.64707, 4.14409, -1.17856], [-3.09351, 4.20613, -3.13877], [-3.63911, 0.78443, 3.83915], [-2.23369, 0.36947, 2.83829], [-3.84380, 0.42871, 2.10748], [-4.78415, 3.01849, 3.58486], [-5.03568, 2.62798, 1.86864], [-4.22547, 4.14345, 2.32557], [-2.44755, 2.94609, 4.54457], [-1.84253, 4.03742, 3.27398], [-1.08711, 2.44450, 3.51414], [-1.95962, -0.55692, -2.62512], [-3.31487, 0.59157, -2.71723], [-3.58548, -1.14267, -3.01932], [-1.70745, -2.06110, -0.75867], [-3.30862, -2.80616, -0.99317], [-2.86079, -2.09237, 0.58237], [-5.18581, 0.43487, -0.96919], [-5.01694, -0.69796, 0.38876], [-5.35211, -1.31653, -1.24501], [-2.37775, 4.89304, 0.16597], [-2.61522, 6.02895, -1.18799], [-1.26211, 4.86477, -1.20216], [-4.72267, 3.89452, -0.11748], [-5.28882, 3.46217, -1.74431], [-5.00085, 5.16937, -1.32804], [-2.05182, 4.10048, -3.45546], [-3.44989, 5.20170, -3.41832], [-3.69370, 3.45520, -3.66140], [1.45767, -5.34662, 3.64744], [0.70498, -4.77821, 2.62730], [1.30838, -3.94860, 1.69543], [2.67638, -3.67943, 1.75559], [3.42278, -4.27683, 2.77443], [2.82186, -5.09683, 3.71909], [3.59703, -2.51436, 0.63121], [4.01661, -0.81529, 1.27814], [3.51878, 0.40280, 0.81686], [3.94091, 1.60703, 1.36196], [4.87567, 1.61471, 2.38690], [5.38217, 0.41211, 2.86664], [4.95879, -0.78672, 2.31225], [0.97599, -5.96977, 4.39089], [-0.36160, -4.95908, 2.57186], [0.68941, -3.46490, 0.94716], [4.49641, -4.10591, 2.82825], [3.41795, -5.53496, 4.51253], [4.92954, -3.16154, 0.47733], [2.77000, 0.43247, 0.03383], [3.52499, 2.53731, 0.99338], [5.20326, 2.55470, 2.81553], [6.10281, 0.40671, 3.67644], [5.36555, -1.71983, 2.69820], [0.70659, -1.13884, 1.32341], [0.69789, -0.93961, 2.79848], [-0.34516, -1.73415, 3.28607], [0.48726, 0.42534, 3.02525], [1.94720, -1.35003, 3.27819]], "lowdin_charge": [0.161, -0.005, -0.263, -0.018, -0.084, -0.950, 0.096, 0.568, -0.204, -0.042, -0.077, -0.074, -0.118, -0.082, 0.088, 0.061, 0.089, 0.058, 0.027, 0.078, 0.102, 0.100, 0.102, 0.109, -0.017, -0.631, -0.041, -0.025, -0.145, -0.132, 0.455, -0.145, -0.636, -0.043, -0.017, -0.028, -0.181, -0.654, -0.034, -0.023, -0.040, 0.092, 0.086, 0.067, 0.082, 0.081, 0.081, 0.085, 0.085, 0.083, 0.030, 0.071, 0.093, 0.079, 0.086, 0.092, 0.084, 0.078, 0.082, 0.076, 0.084, 0.082, 0.064, 0.085, 0.085, 0.079, 0.083, 0.084, -0.087, -0.072, -0.109, -0.263, -0.109, -0.091, 0.733, -0.250, -0.086, -0.063, -0.088, -0.088, -0.109, 0.096, 0.107, 0.102, 0.088, 0.096, 0.040, 0.047, 0.107, 0.097, 0.097, 0.092, -0.013, -1.194, 0.121, 0.119, 0.132]}

---

Number 1: DFT total energy -8429.860 eV. Number 2: DFT total energy -87814.840 eV. Number 3: DFT total energy -9764.082 eV. Number 4: DFT total energy -139692.222 eV.